(1)
{
  "formula": "C50H43Cl3GeIN4O10Re",
  "method": "wB97M-V/def2-TZVPD",
  "e_lumo_ev": [1.08, 1.08],
  "spin_multiplicity": 4,
  "energy_ev": -183292.7965,
  "s2": 3.769,
  "charge": -1,
  "species": ["H", "H", "H", "C", "H", "C", "C", "H", "O", "H", "H", "H", "C", "H", "H", "C", "C", "H", "C", "N", "C", "O", "H", "N", "H", "C", "C", "C", "H", "H", "C", "Cl", "H", "H", "H", "H", "C", "O", "H", "C", "C", "C", "O", "H", "H", "C", "C", "C", "C", "H", "O", "O", "C", "N", "C", "H", "H", "C", "C", "C", "H", "C", "O", "Cl", "N", "C", "Re", "C", "C", "H", "Cl", "H", "H", "C", "C", "C", "Ge", "C", "C", "I", "C", "C", "H", "C", "H", "C", "H", "C", "C", "C", "O", "H", "H", "H", "O", "C", "H", "O", "H", "C", "H", "C", "C", "C", "H", "H", "H", "C", "C", "H", "H", "C", "C"],
  "positions_angstrom": [[-1.356228, -1.928404, -4.932371], [0.058670, 1.413834, -2.860738], [2.624615, 5.621868, -1.463434], [-0.552188, -5.533037, 1.752978], [2.404086, 0.069468, -2.794394], [-0.697271, -2.828598, -3.100721], [2.499720, -2.300152, -0.395615], [-7.393694, -2.644771, 0.158196], [-0.339470, -0.530686, -3.175103], [3.051875, 3.005813, 1.900989], [3.036027, 4.481264, 5.275591], [-0.987548, -6.193239, -4.976080], [-1.361105, 3.636855, 3.699017], [2.379341, -2.423901, 0.675180], [2.070177, -0.872280, 6.945818], [1.866604, -0.009567, 6.322263], [0.692331, 7.522910, 5.639379], [-2.414603, 3.939624, -0.846889], [1.099213, 5.283213, 4.794982], [3.539786, -5.319248, -4.011961], [2.372730, 5.337243, 5.369732], [-0.292138, 1.577323, 1.895018], [-0.009636, -4.000774, -1.433533], [-1.699678, -4.098324, -6.469510], [1.995431, 1.051476, -0.655176], [-6.266563, 0.522252, 1.044992], [0.628342, 5.280254, 1.252925], [-1.082675, 2.574462, -1.695085], [2.976373, -4.372933, -0.713994], [-5.753976, 0.241891, -1.625518], [-0.476599, -5.201103, -3.148214], [0.305368, -6.928586, 2.305234], [-1.674767, 1.615344, 4.368920], [0.545541, 6.538697, -0.483406], [0.969164, -4.162232, 2.400122], [-2.173750, -6.657808, 0.930006], [-2.009851, 3.629689, -1.800299], [-1.178268, 1.763108, -0.686874], [3.015343, -1.873740, -4.187028], [-0.917155, -5.252153, -4.453006], [-3.843272, -1.844422, 0.452393], [2.806242, 6.462688, 6.059293], [-1.715506, -5.173649, -7.028015], [-1.656125, 4.011161, 4.682632], [-3.046053, 2.259327, 3.461436], [2.259548, 5.245634, -0.514670], [-1.770412, -5.672005, 1.118781], [-2.470207, -4.553004, 0.692035], [-6.277194, -0.779005, 0.225709], [-0.279284, 5.699148, 1.677541], [-2.554129, -2.081319, 0.618406], [-0.614020, -1.485782, -1.155935], [-4.951136, -1.409118, 0.373189], [-0.102252, -6.459705, -2.492710], [-6.512860, -0.451012, -1.255483], [-7.182975, -1.985022, 1.790433], [0.669164, 3.152175, 6.525414], [2.865353, -1.992111, -3.120579], [1.067605, 2.247271, 6.076873], [-0.002925, -4.278196, 1.936058], [2.306950, 8.449665, 6.711469], [1.967342, 7.563676, 6.187784], [-2.032079, -3.054995, -6.977670], [-0.012973, -1.592717, 1.847520], [-0.175393, 2.376091, -2.689944], [3.003396, -3.253001, -2.543034], [-0.377011, 0.108372, 0.268922], [2.116608, -0.062170, 4.956893], [2.493142, 3.774542, 1.373440], [2.253417, 0.100376, 0.821367], [-3.932510, -4.810261, -0.190243], [-7.496352, 0.011793, -1.382969], [-6.470992, -1.356653, -1.864517], [-1.234983, -4.063774, -5.072761], [2.958576, 4.251207, 0.154623], [1.834169, 1.036531, 4.153830], [0.615629, 3.725478, 3.662917], [2.844851, -3.395677, -1.163332], [2.275687, -1.041711, -0.967977], [-3.993513, 2.850723, -3.019348], [-0.551855, -1.479559, -2.436564], [1.765712, 0.105927, -0.159305], [2.522539, -0.964814, 4.513005], [-1.958103, 2.235962, 3.510324], [3.798422, 6.481965, 6.496344], [-0.371928, -4.007770, -2.453093], [2.016927, 0.987412, 3.086023], [-1.502395, 1.471299, 2.293072], [-1.977182, -3.270165, 0.935109], [1.093373, 5.761857, 0.036562], [0.438675, -6.389430, -1.415324], [-8.343653, -1.237476, 0.675011], [1.168238, 1.201885, 7.950553], [-7.192104, 1.079969, 0.875811], [-0.365321, -7.495131, -3.057380], [-0.719552, -3.172950, 1.536413], [0.029583, 8.373810, 5.748114], [-2.280072, 0.689621, 1.704739], [-0.300384, 2.938850, -3.512900], [1.321706, 4.280758, 1.932598], [-5.417662, 1.142213, 0.752994], [-1.121399, -2.851403, -4.421076], [1.351307, 1.151475, 6.883650], [2.520896, -0.905494, -2.336734], [-1.669614, 4.459810, -2.406496], [3.866999, 3.844260, -0.276497], [-6.174112, 0.303352, 2.111244], [-7.366607, -1.723543, 0.745602], [3.308574, -4.398016, -3.359349], [-0.734815, 6.376798, 4.528317], [-1.778133, 4.314019, 2.948624], [0.266772, 6.391614, 4.951492], [1.295694, 2.202836, 4.699949]],
  "atomic_forces_ev_per_a": [[0.019, 0.009, 0.058], [0.039, -0.513, -0.121], [-0.035, -0.039, 0.026], [-0.106, 0.066, -0.099], [-0.055, -0.050, -0.018], [-0.150, 0.059, 0.122], [-0.041, -0.047, 0.047], [-0.006, 0.043, 0.037], [-0.037, 0.410, 0.057], [-0.027, 0.016, -0.100], [-0.006, 0.065, 0.016], [-0.022, 0.012, 0.001], [0.067, -0.244, -0.234], [-0.013, 0.008, -0.052], [0.016, 0.036, -0.011], [-0.014, 0.025, -0.030], [0.039, -0.013, 0.020], [-0.268, -0.083, -0.063], [0.075, -0.049, 0.028], [-0.060, 0.172, 0.116], [-0.065, 0.052, -0.024], [0.126, -0.161, -0.164], [-0.072, 0.046, 0.000], [0.099, -0.088, 0.096], [-0.029, 0.069, 0.014], [0.025, -0.032, 0.006], [0.090, -0.008, -0.042], [-0.462, -0.154, 0.490], [-0.006, 0.039, 0.022], [-0.048, -0.015, 0.025], [-0.069, 0.312, -0.156], [0.023, -0.057, -0.027], [-0.078, -0.046, -0.038], [-0.001, -0.029, 0.009], [-0.074, 0.011, -0.023], [-0.021, 0.059, -0.012], [1.330, 0.681, 0.932], [0.688, -0.276, -0.512], [-0.016, 0.008, 0.041], [0.053, -0.429, -0.185], [0.447, -0.318, 0.359], [-0.040, -0.015, -0.016], [-0.010, -0.310, -0.079], [-0.037, 0.041, -0.043], [-0.031, 0.029, 0.114], [-0.037, 0.023, 0.012], [0.072, -0.192, 0.016], [-0.035, 0.153, -0.044], [0.063, 0.038, -0.011], [0.017, -0.024, -0.056], [-0.110, -0.035, -0.115], [-0.036, 0.302, 0.439], [-0.278, 0.147, -0.132], [-0.113, 0.083, -0.079], [0.018, 0.010, -0.025], [-0.023, 0.004, -0.050], [-0.004, -0.045, 0.008], [0.031, 0.011, -0.039], [0.059, -0.064, -0.022], [0.234, 0.071, 0.127], [-0.020, -0.036, 0.009], [-0.022, -0.048, -0.018], [-0.092, 0.383, -0.096], [0.020, -0.127, 0.452], [0.245, -0.039, 0.391], [0.058, -0.001, -0.009], [-0.194, 0.717, -0.572], [0.027, 0.035, -0.034], [-0.046, -0.009, 0.090], [-0.008, 0.104, 0.038], [-0.008, 0.052, -0.013], [0.056, -0.023, 0.013], [-0.025, 0.014, 0.032], [0.042, 0.094, 0.295], [0.041, -0.025, -0.007], [-0.040, 0.082, -0.018], [-0.247, 0.404, 0.327], [0.003, -0.060, -0.035], [0.015, 0.058, 0.041], [-0.822, -0.282, -0.494], [0.239, 0.148, -0.066], [-0.446, -0.061, 0.037], [-0.002, 0.041, 0.020], [0.154, 0.081, 0.036], [-0.028, 0.006, -0.028], [0.094, -0.158, 0.182], [-0.060, -0.069, 0.020], [0.066, -0.032, -0.190], [-0.054, 0.087, 0.042], [0.025, -0.022, -0.001], [0.283, 0.167, 0.602], [0.041, -0.020, -0.009], [-0.017, 0.005, -0.025], [0.036, -0.034, 0.007], [-0.132, -0.326, -0.317], [-0.188, -0.065, -0.236], [0.013, -0.021, -0.022], [0.351, -0.329, -0.239], [-0.128, -0.009, -0.040], [0.044, -0.337, 0.006], [-0.063, 0.019, -0.020], [-0.091, 0.059, -0.233], [0.010, -0.005, -0.028], [-0.055, -0.004, -0.001], [-0.244, -0.026, -0.242], [-0.041, 0.016, 0.035], [-0.007, 0.007, -0.030], [0.020, -0.019, -0.006], [0.003, -0.082, -0.040], [0.065, 0.030, 0.021], [0.077, 0.035, 0.037], [-0.034, -0.072, -0.034], [-0.006, -0.078, -0.251]],
  "lowdin_charge": [0.138, 0.051, 0.098, -0.674, 0.116, -0.071, -0.055, 0.081, 0.049, 0.096, 0.100, 0.132, -0.239, 0.087, 0.098, -0.097, -0.098, 0.038, -0.270, 0.144, -0.113, -0.176, 0.122, -0.356, 0.058, -0.046, -0.104, -0.632, 0.119, 0.046, -0.111, 0.693, 0.122, 0.101, 0.112, 0.112, -0.435, -0.212, 0.122, 0.085, -0.096, -0.095, 0.079, 0.068, 0.117, -0.094, -0.130, -0.560, -0.607, 0.095, -0.021, -0.168, 0.040, -0.348, -0.051, 0.082, 0.101, -0.022, -0.114, -0.121, 0.095, -0.105, 0.095, 0.847, 0.163, -0.250, 1.353, -0.091, -0.104, 0.044, 0.762, 0.084, 0.085, -0.106, -0.093, -0.103, 1.019, -0.037, -0.294, 0.215, -0.566, -0.235, 0.098, -0.151, 0.097, 0.076, 0.078, -0.654, -0.276, -0.086, 0.072, 0.081, 0.099, 0.083, 0.090, -0.456, 0.097, -0.048, 0.097, -0.267, 0.087, 0.094, -0.090, -0.042, 0.034, 0.100, 0.084, -0.059, -0.194, 0.094, 0.071, -0.110, -0.260]
}



(2)
{
  "formula": "C4H7ORb",
  "method": "wB97M-V/def2-TZVPD",
  "e_lumo_ev": [-4.17, -4.26],
  "spin_multiplicity": 2,
  "energy_ev": -6952.7848,
  "s2": 0.755,
  "charge": 1,
  "species": ["H", "H", "H", "C", "C", "O", "Rb", "H", "C", "H", "H", "C", "H"],
  "positions_angstrom": [[1.324880, 0.884131, -0.809770], [-2.388737, 2.181509, -0.438783], [-0.572325, 1.562459, -1.874182], [0.596942, -1.104573, 0.237081], [0.042458, -1.780190, 1.208659], [-1.514239, 2.022237, -0.076809], [4.133020, -2.297212, 2.096546], [0.580579, 1.184018, 0.766168], [-0.825388, 1.105766, -0.901031], [-1.452740, 0.219133, -1.108897], [-0.266237, -1.817618, -0.369078], [0.438893, 0.673561, -0.194562], [-0.097106, -2.833220, 1.464658]],
  "atomic_forces_ev_per_a": [[-0.292, -0.336, 0.223], [-0.086, 0.035, -0.065], [-0.022, -0.128, 0.327], [-3.503, 1.160, -2.272], [0.861, 0.615, 1.565], [0.143, -0.028, 0.225], [-0.163, 0.063, -0.080], [-0.292, -0.131, -0.229], [-0.455, -0.698, -0.314], [0.143, 0.256, -0.020], [2.042, 1.231, -0.135], [1.693, -2.319, 1.124], [-0.068, 0.279, -0.349]],
  "lowdin_charge": [0.080, 0.092, 0.123, -0.158, 0.006, -0.060, 0.912, 0.095, -0.302, 0.116, 0.155, -0.095, 0.036]
}